# 1
C4H7NO2 in the gas phase, computed with ωB97M-V with the def2-TZVPD basis set.

Cartesian coordinates (Å):
O  -1.57436  -0.29999  -2.29846
C  0.30136  -0.60462  -0.54351
C  1.45690  -0.38815  0.37405
N  1.10415  0.81209  1.16184
C  -0.25908  1.24313  0.80365
C  -0.58686  0.36547  -0.39055
O  -1.69910  0.56425  -1.15797
H  -2.21273  -0.99140  -2.06649
H  0.18167  -1.44915  -1.20354
H  1.62556  -1.26702  1.00743
H  2.37871  -0.22086  -0.20233
H  1.75697  1.55648  0.95388
H  -0.30159  2.32004  0.60268
H  -0.95670  1.04765  1.63384

Atoms 1-6, force components in eV/Å:
O -0.5 0.2 0.1
C 0.0 0.0 0.0
C 0.1 -0.2 0.1
N 0.0 0.1 -0.1
C -0.2 0.1 -0.1
C 0.3 -0.3 0.1

Output
**Structure (SMILES)**: OOC1=CCNC1
**F_max**: 0.01116 Eh/bohr
**LUMO**: 0.82 eV
**Kohn-Sham gap**: 9.37 eV
**Total charge**: 0

=====

# 2
9 unconnected molecules or ions with the total composition C20H48F12N6O12PS2, computed with ωB97M-V with the def2-TZVPD basis set.

Cartesian coordinates (Å):
C  1.96516  3.10124  -0.81850
C  1.95269  4.62026  -0.50221
O  2.05232  5.01364  0.60837
N  1.74571  5.57674  -1.67081
H  1.96577  4.99624  -2.46748
H  0.81212  5.88003  -1.90858
C  2.77595  6.76264  -1.68054
H  0.97245  2.80132  -1.15415
H  2.12648  2.48886  0.06867
H  2.74521  2.90549  -1.55423
H  2.65420  7.33899  -2.59765
H  3.74438  6.32606  -1.43631
H  2.44708  7.25248  -0.76402
C  2.28505  -3.54461  -2.74653
C  3.74911  -3.66099  -3.07976
O  4.14646  -3.97564  -4.23372
N  4.72052  -3.46569  -1.97065
H  4.27049  -3.78386  -1.12428
H  5.53261  -4.06475  -2.01243
C  5.09393  -1.95634  -1.75393
H  1.57707  -3.40808  -3.56398
H  1.98851  -2.79157  -2.01639
H  1.84415  -4.46139  -2.35511
H  5.95652  -1.72207  -2.37776
H  5.53446  -1.86162  -0.76143
H  4.19973  -1.37757  -1.98527
C  -1.51692  4.87043  1.14214
C  -2.54366  3.79366  1.04597
O  -3.20632  3.48502  2.05319
N  -2.87312  3.23405  -0.31227
H  -2.96481  4.02054  -0.93926
H  -2.01094  2.93301  -0.74368
C  -4.03323  2.19448  -0.34528
H  -1.65610  5.59639  0.34107
H  -0.59515  4.34641  0.88946
H  -1.51759  5.36999  2.11092
H  -3.81891  1.40941  0.37986
H  -4.25952  1.78341  -1.32911
H  -4.85456  2.88014  -0.13694
C  0.62972  -0.36801  4.27062
C  1.90910  0.37030  3.87380
O  2.28048  1.45827  4.27387
N  2.87209  -0.29616  2.78329
H  3.43707  -0.93465  3.32480
H  2.28551  -0.81523  2.14565
C  3.73797  0.71025  1.97076
H  -0.15390  0.35231  4.50551
H  0.82725  -0.94827  5.17194
H  0.31346  -1.07314  3.50195
H  4.57585  1.05945  2.57418
H  3.23244  1.58106  1.55333
H  4.20183  0.05862  1.23028
C  1.17378  0.58443  -3.64975
C  -0.31123  0.69206  -4.10288
O  -0.98148  -0.23763  -4.46870
N  -0.82618  2.12927  -4.27064
H  -1.76097  2.01336  -3.90618
H  -0.42326  2.76563  -3.59774
C  -0.83290  2.76505  -5.71585
H  1.39183  -0.47929  -3.74491
H  1.34662  0.76636  -2.58904
H  1.77552  1.23526  -4.28413
H  0.14235  2.56995  -6.16187
H  -0.95895  3.81467  -5.45033
H  -1.64228  2.52165  -6.40415
C  -2.63142  -2.24731  2.56633
C  -3.46849  -1.35401  3.46901
O  -4.41452  -0.72180  3.08355
N  -3.13087  -1.43887  4.94552
H  -2.48259  -2.18526  5.15223
H  -2.70516  -0.57313  5.24445
C  -4.33469  -1.82612  5.82977
H  -3.04193  -3.24179  2.74124
H  -1.58067  -2.18110  2.84853
H  -2.77282  -1.88488  1.54812
H  -4.58604  -2.82736  5.47985
H  -5.15320  -1.13527  5.62762
H  -4.09337  -1.88379  6.89115
C  -4.34953  -4.10267  -0.45747
F  -4.05487  -3.53888  -1.69851
F  -3.26751  -4.91308  -0.13370
F  -4.47471  -3.04881  0.30550
S  -5.99101  -5.09370  -0.48437
O  -6.38848  -5.27078  0.90135
O  -6.99095  -4.38925  -1.21074
O  -5.61841  -6.28505  -1.17633
C  -0.89164  -1.64702  -0.84777
F  -0.34059  -1.68226  -2.03617
F  -2.24711  -1.83845  -0.85916
F  -0.31659  -2.68570  -0.20266
S  -0.46764  -0.02821  0.09832
O  1.00441  0.03758  0.14993
O  -1.06224  0.99005  -0.77438
O  -1.07055  -0.11623  1.42591
P  2.82747  -3.72006  1.43834
F  4.07630  -4.48282  0.74646
F  3.69424  -3.31715  2.73927
F  3.18965  -2.21321  0.82575
F  1.55051  -3.06471  2.26095
F  1.89474  -4.18630  0.21565
F  2.44120  -5.10533  2.21483

Atoms 1-6, force components in eV/Å:
C 0.0 1.3 -0.4
C -0.5 -2.1 2.0
O 0.0 1.0 -0.8
N 1.9 -0.3 -1.4
H 0.3 -0.2 -0.6
H -0.6 0.5 0.8

Output
**F_max**: 0.12295 Eh/bohr
**LUMO**: -9.89 eV
**Kohn-Sham gap**: 1.34 eV
**Total charge**: +3

=====

# 3
A molecular structure, CH4ClN3, computed with ωB97M-V with the def2-TZVPD basis set.

Cartesian coordinates (Å):
C  -0.27309  0.31309  0.73129
N  0.44560  -0.58492  -0.14899
N  -0.68624  -1.04544  -0.82015
N  -1.53666  0.46856  -0.05691
Cl  -1.54153  1.84456  -1.04680
H  -0.56822  -0.19304  1.65472
H  0.25715  1.24442  0.95659
H  1.11756  -0.08495  -0.73414
H  -0.61185  -0.96154  -1.83495

Atoms 1-6, force components in eV/Å:
C 0.5 -0.1 0.1
N 1.2 0.5 0.2
N -2.2 1.7 1.2
N 0.5 -2.7 -1.0
Cl 0.4 0.4 -0.4
H 0.0 0.1 -0.1

Output
**F_max**: 0.05965 Eh/bohr
**LUMO**: -0.07 eV
**Kohn-Sham gap**: 8.62 eV
**Total charge**: 0

=====

# 4
C11H12ClN in the gas phase, computed with ωB97M-V with the def2-TZVPD basis set.

Cartesian coordinates (Å):
C  2.46005  1.19070  0.15344
C  1.73582  -0.22673  0.11139
C  0.61325  -0.25418  1.16873
C  -0.82610  -0.14954  0.66559
C  -1.76517  -1.14656  0.98844
C  -3.06852  -0.99857  0.73219
C  -3.37796  -0.01800  -0.14182
C  -2.43982  0.80955  -0.73097
C  -1.15075  0.91282  -0.26078
C  2.05657  -1.23176  -0.65119
C  2.15843  -2.24642  -1.48872
H  1.01869  2.57229  0.44773
H  2.26160  3.21059  -0.77567
H  3.52458  1.09701  -0.37892
H  2.70025  1.11345  1.25933
H  0.75093  0.62595  1.88693
H  0.92652  -1.13999  1.75120
H  -1.54751  -2.06828  1.58672
H  -3.83290  -1.77393  0.91181
H  -2.62049  1.33854  -1.71547
H  -0.54440  1.49340  -0.86431
H  2.65748  -3.26051  -1.23967
H  1.71950  -2.43858  -2.52013
N  1.65060  2.34940  -0.34518
Cl  -5.06068  0.23935  -0.55067

Atoms 1-6, force components in eV/Å:
C 2.6 -1.8 -0.5
C -0.2 2.5 -0.4
C 0.6 0.3 0.5
C 1.3 0.0 -0.6
C 2.7 -0.6 2.1
C -2.3 -1.1 -1.1

Output
**Structure (SMILES)**: C=C=C(CN)Cc1ccc(Cl)cc1
**F_max**: 0.09406 Eh/bohr
**LUMO**: 0.71 eV
**Kohn-Sham gap**: 9.32 eV
**Total charge**: 0

=====

# 5
C17H23NO2 in the gas phase, computed with ωB97M-V with the def2-TZVPD basis set.

Cartesian coordinates (Å):
C  1.30369  5.04988  -0.73824
C  1.08041  4.67162  -2.19542
H  0.42368  5.38807  -2.69339
H  2.03874  4.61370  -2.72180
O  0.41375  3.41434  -2.31077
C  1.17157  2.31455  -2.22503
O  2.36871  2.33328  -2.08748
C  0.34133  1.05699  -2.27846
H  1.03126  0.22224  -2.43680
C  -0.35887  0.88535  -0.90459
N  -1.19807  -0.28468  -0.82634
C  -2.19017  -0.27446  -1.88223
C  -1.58430  -0.17381  -3.28695
C  -0.71870  1.08005  -3.38189
H  -0.23734  1.13763  -4.36080
H  -1.34332  1.96654  -3.25694
H  -0.97771  -1.05941  -3.48943
H  -2.38331  -0.13539  -4.02863
H  -2.80454  -1.17310  -1.79301
H  -2.83495  0.59373  -1.70898
C  -0.48086  -1.54613  -0.67618
C  0.01702  -1.71889  0.72595
C  -0.41854  -2.66929  1.54849
C  0.01890  -2.90743  2.91756
C  -0.69337  -3.81600  3.70297
C  -0.32408  -4.07350  5.00895
C  0.77312  -3.43257  5.55938
C  1.49547  -2.53407  4.79097
C  1.12466  -2.27339  3.48620
H  1.70638  -1.57816  2.90079
H  2.35609  -2.03526  5.21307
H  1.06619  -3.63414  6.57914
H  -0.89145  -4.77805  5.59991
H  -1.55106  -4.32028  3.27988
H  -1.18669  -3.34810  1.19616
H  0.76795  -1.01296  1.04796
H  -1.17744  -2.35461  -0.90930
H  0.37543  -1.62674  -1.36723
H  0.39054  0.84423  -0.11302
H  -0.99228  1.76141  -0.73216
H  1.75454  6.03648  -0.68246
H  1.96989  4.33089  -0.26796
H  0.35772  5.05941  -0.20189

Atoms 1-6, force components in eV/Å:
C -0.1 -0.3 -0.3
C 0.4 0.4 0.1
H 0.1 -0.1 0.0
H -0.2 0.1 0.0
O -0.3 0.0 0.0
C 0.2 -0.4 -0.1

Output
**Structure (SMILES)**: CCOC(=O)[C@@H]1CCCN(C/C=C/c2ccccc2)C1
**F_max**: 0.01104 Eh/bohr
**LUMO**: 0.88 eV
**Kohn-Sham gap**: 9.21 eV
**Total charge**: 0

=====

# 6
3 unconnected molecules or ions with the total composition C20H33BFN4O11S, computed with ωB97M-V with the def2-TZVPD basis set.

Cartesian coordinates (Å):
C  5.47605  -0.25982  6.03842
C  6.10277  -0.72856  4.63074
N  5.77336  0.13571  3.45406
N  4.44474  0.47218  3.36812
C  3.51667  -0.51541  2.77976
C  3.95838  -1.93425  2.20225
O  5.14756  -2.27162  1.91819
N  2.92289  -2.98927  1.89657
C  2.53443  -3.72034  3.10888
O  3.33760  -4.45198  3.75149
F  1.14570  -3.59166  3.50627
C  1.96827  -0.18632  2.70105
C  1.41373  1.17207  3.24026
C  -0.15397  1.58831  3.24931
O  -0.60846  1.88629  4.40245
O  -0.92711  1.65892  2.06318
B  -2.15153  0.87114  2.14184
C  -3.41477  1.13394  3.12266
O  -2.27636  -0.24872  1.20560
C  2.43149  2.20465  3.81369
C  1.97780  3.67148  4.36339
N  2.16715  3.81745  5.84836
C  3.95672  1.78007  3.85267
S  5.09727  3.06028  4.60858
H  4.33903  -0.11850  5.91802
H  5.93822  0.72460  6.39581
H  5.59876  -1.10924  6.82059
H  7.23741  -0.84485  4.78363
H  5.68162  -1.78560  4.40883
H  6.40694  0.93796  3.33640
H  2.11974  -2.58606  1.38962
H  1.19344  -0.92552  2.27236
H  -3.14894  1.48312  4.18009
H  -4.02740  0.15454  3.25410
H  -4.16221  1.92174  2.70488
H  -2.59524  -1.05212  1.67471
H  2.73806  4.40519  3.87240
H  0.91174  3.94755  4.02383
H  2.75121  4.65972  6.04665
H  2.72372  3.02820  6.22462
H  6.22001  2.42281  5.12429
C  -4.40456  -0.09955  -1.64545
C  -2.95761  0.09918  -2.05512
O  -2.87031  0.51856  -3.42253
C  -3.10806  1.82249  -3.64613
O  -3.37432  2.65029  -2.80736
O  -3.02229  2.04290  -4.97263
C  -3.33286  3.38248  -5.35546
H  -4.91100  -0.77729  -2.33787
H  -4.46713  -0.51124  -0.63575
H  -4.95338  0.84520  -1.66672
H  -2.42542  -0.85290  -1.98294
H  -2.44474  0.80565  -1.39684
H  -2.73962  4.10480  -4.79049
H  -4.40045  3.57028  -5.22012
H  -3.09254  3.49302  -6.41400
C  -3.59791  -0.48089  -6.38808
C  -2.35104  -1.19633  -5.90300
O  -2.53238  -2.61869  -5.94032
C  -2.38524  -3.19158  -7.14833
O  -2.11094  -2.62210  -8.17812
O  -2.62032  -4.51019  -7.01476
C  -2.57309  -5.23323  -8.24328
H  -4.47725  -0.81807  -5.83179
H  -3.49644  0.59958  -6.26905
H  -3.78784  -0.69494  -7.44307
H  -2.16230  -0.93176  -4.86219
H  -1.46735  -0.90060  -6.47612
H  -1.63935  -5.04660  -8.77847
H  -3.43248  -4.96918  -8.86399
H  -2.62828  -6.29735  -8.00864

Atoms 1-6, force components in eV/Å:
C -0.4 -0.3 -0.4
C -0.3 -1.6 1.6
N 1.0 -0.2 0.8
N -3.8 1.2 -0.5
C -3.6 1.7 0.5
C 4.7 -1.8 -1.5

Output
**F_max**: 0.13558 Eh/bohr
**LUMO**: -5.81 eV
**Kohn-Sham gap**: 5.98 eV
**Total charge**: +1

=====

# 7
C2H2OS2 in the gas phase, computed with ωB97M-V with the def2-TZVPD basis set.

Cartesian coordinates (Å):
C  0.30464  -0.27073  0.16869
C  -1.20313  0.02576  -0.06658
H  2.33720  0.44225  0.01206
H  -2.03177  -0.65172  0.16710
O  -1.35312  1.14205  -0.60190
S  1.20514  1.13112  -0.30083
S  0.74103  -1.81874  0.62146

Atoms 1-6, force components in eV/Å:
C -1.5 -2.2 0.2
C 1.6 3.7 -1.5
H -0.1 0.5 -0.2
H 0.3 -0.2 0.1
O -0.9 -2.8 1.3
S 0.8 -1.1 0.5

Output
**Structure (SMILES)**: O=CC(=S)S
**F_max**: 0.08455 Eh/bohr
**LUMO**: -1.51 eV
**Kohn-Sham gap**: 7.78 eV
**Total charge**: 0

=====

# 8
A molecular structure, C26H52ClF3N3O5P, computed with ωB97M-V with the def2-TZVPD basis set.

Cartesian coordinates (Å):
O  2.91804  -3.42699  -3.84803
P  2.45594  -2.08231  -3.53214
O  2.09665  -1.23170  -4.86191
Cl  3.26280  -1.41472  -6.07218
O  1.15376  -2.01656  -2.68023
C  0.32708  -3.21538  -2.73680
O  -0.84795  -2.98067  -2.06252
C  -1.58879  -1.91776  -2.57264
C  -1.93062  -0.87091  -1.73321
C  -2.66488  0.20115  -2.22517
C  -3.05274  0.22798  -3.55711
C  -2.72299  -0.83138  -4.39759
C  -2.00019  -1.90530  -3.89918
O  3.59078  -1.29151  -2.68283
C  3.74802  0.06331  -2.81506
F  4.31202  0.51397  -1.70778
F  2.59090  0.68419  -2.96582
F  4.53789  0.35638  -3.82309
H  0.82535  -4.03471  -2.23813
H  0.16815  -3.48561  -3.77687
H  -1.63978  -0.88579  -0.69434
H  -2.91940  1.02173  -1.57425
H  -3.63073  1.05422  -3.93934
H  -3.00918  -0.84342  -5.43701
H  -1.75261  -2.74825  -4.52588
C  -2.67510  -9.87091  -1.49387
C  -2.78837  -8.76721  -2.53517
N  -2.19310  -7.51713  -2.10490
C  -2.55233  -6.38641  -2.93995
C  -2.09091  -6.39545  -4.40368
C  -0.79949  -7.58788  -1.70190
C  0.22046  -8.12671  -2.71373
H  -3.07203  -9.54060  -0.53327
H  -3.24763  -10.74157  -1.81604
H  -1.64379  -10.19547  -1.34992
H  -3.85038  -8.58566  -2.72044
H  -2.36479  -9.13096  -3.48496
H  -2.19546  -5.46816  -2.46455
H  -3.64395  -6.30228  -2.93304
H  -1.02138  -6.20612  -4.49680
H  -2.60386  -5.60107  -4.95172
H  -2.32080  -7.33645  -4.90377
H  -0.74042  -8.20603  -0.80207
H  -0.48752  -6.59334  -1.37215
H  -0.12136  -9.04534  -3.19257
H  1.15543  -8.35813  -2.19959
H  0.45599  -7.40088  -3.49057
C  2.36586  4.25006  -1.15554
C  2.96289  4.76294  0.14694
N  2.50986  4.02250  1.30838
C  2.81904  4.67342  2.56773
C  4.29396  4.85512  2.94648
C  2.73027  2.58828  1.26262
C  4.16379  2.08274  1.06018
H  1.27739  4.21240  -1.09571
H  2.63761  4.91817  -1.97382
H  2.73383  3.25545  -1.41199
H  2.65540  5.80447  0.27285
H  4.06060  4.77172  0.05444
H  2.31110  4.13624  3.37405
H  2.35174  5.66402  2.54995
H  4.75698  3.91643  3.24762
H  4.37053  5.53441  3.79825
H  4.87762  5.28561  2.13239
H  2.11348  2.17925  0.45705
H  2.31826  2.14617  2.17346
H  4.67629  2.60873  0.25379
H  4.13950  1.02580  0.79211
H  4.76414  2.16866  1.96468
C  -0.89392  3.69405  3.61355
C  -0.64208  4.75979  4.66962
N  -1.53566  5.89639  4.56365
C  -1.11425  7.03887  5.35408
C  -1.07550  6.89025  6.87993
C  -2.95344  5.58592  4.60118
C  -3.49445  4.82586  5.81930
H  -0.87631  4.12411  2.61144
H  -0.11378  2.93287  3.66558
H  -1.85042  3.18965  3.75963
H  0.38161  5.12067  4.53883
H  -0.67987  4.28944  5.66551
H  -1.74856  7.89132  5.09625
H  -0.11057  7.31658  5.01562
H  -2.07395  6.87942  7.31492
H  -0.54751  7.74087  7.31605
H  -0.55121  5.98642  7.19156
H  -3.19432  5.00435  3.70716
H  -3.51254  6.51712  4.48189
H  -2.87252  3.96800  6.07840
H  -4.49362  4.44574  5.59646
H  -3.58406  5.46354  6.69728

Atoms 1-6, force components in eV/Å:
O 0.0 0.0 0.2
P 0.8 -1.6 -0.5
O 0.1 0.3 0.4
Cl -0.1 0.1 -0.1
O 0.0 0.4 0.1
C -0.3 -0.4 0.0

Output
**F_max**: 0.03635 Eh/bohr
**LUMO**: -0.68 eV
**Kohn-Sham gap**: 7.40 eV
**Total charge**: 0